(1)
Entry from OMol25: C30H38AgCl3N2OSeSi as an isolated structure (the ωB97M-V functional and the def2-TZVPD basis).

## Properties
net charge	0
HOMO energy	-7.25	eV
strongest force on any atom	0.7	eV/Å
relative energy (zero: lowest compared OMol25 entry of this formula, charge and spin)	3.4	kcal per mole
LUMO level	0.1	eV

XYZ file:
```
77
Properties=species:S:1:pos:R:3:forces:R:3
Ag 0.093 -0.387 0.403 -0.1 -0.7 0.2
C -0.369 2.987 2.159 0.0 0.0 0.0
C 0.701 2.006 1.742 0.0 0.0 0.0
C 1.365 2.175 0.510 -0.1 -0.1 -0.1
C 0.842 3.210 -0.462 0.0 0.0 0.0
C 2.466 1.367 0.194 0.0 0.0 0.0
C 3.228 1.556 -1.097 0.0 0.0 0.0
C 2.891 0.365 1.091 0.0 -0.1 -0.1
C 4.082 -0.483 0.704 0.0 0.0 0.0
C 2.191 0.159 2.285 0.2 0.1 0.1
C 2.639 -0.856 3.313 0.0 0.0 0.0
C 1.071 0.958 2.592 0.2 0.1 0.1
C 0.301 0.685 3.862 0.0 0.0 0.0
H -1.346 2.716 1.753 0.0 0.0 0.0
H -0.129 3.989 1.804 0.0 0.0 0.0
H -0.452 3.042 3.242 0.0 0.0 0.0
H 1.309 4.189 -0.315 0.0 0.0 0.0
H -0.233 3.334 -0.346 0.0 0.0 0.0
H 1.019 2.913 -1.494 0.0 0.0 0.0
H 2.994 0.768 -1.822 0.0 0.0 0.1
H 4.303 1.510 -0.922 0.0 0.0 0.0
H 3.017 2.514 -1.563 0.0 0.0 0.0
H 5.025 0.039 0.898 -0.1 0.0 0.0
H 4.051 -0.738 -0.355 0.0 0.0 0.0
H 4.119 -1.424 1.247 0.0 0.0 0.0
H 1.939 -1.692 3.393 0.0 0.0 0.0
H 2.693 -0.394 4.301 0.0 0.0 0.0
H 3.624 -1.258 3.100 0.0 0.0 0.0
H 0.752 1.185 4.725 0.0 0.0 0.0
H 0.274 -0.382 4.081 0.0 0.0 0.0
H -0.731 1.019 3.785 0.0 0.0 0.0
Cl -2.951 -2.196 2.119 0.1 0.0 -0.1
Si -1.060 -2.449 1.190 0.0 0.2 -0.1
Cl -0.042 -3.587 2.693 -0.3 0.2 0.2
Cl -1.488 -3.959 -0.251 0.0 0.1 0.2
C 1.035 -5.152 -2.920 0.0 0.0 0.2
N 1.433 -4.926 -1.542 0.0 0.0 -0.3
C 1.693 -3.716 -0.989 -0.1 -0.4 0.2
Se 1.663 -2.073 -1.808 0.1 0.0 0.0
N 1.925 -3.946 0.325 0.0 0.1 0.0
C 1.761 -5.293 0.637 0.2 0.3 0.0
C 1.847 -5.996 1.824 0.1 -0.1 0.1
C 1.630 -7.365 1.759 0.0 0.0 -0.1
C 1.344 -8.001 0.547 0.0 0.1 0.0
C 1.259 -7.285 -0.639 -0.1 -0.2 0.0
C 1.465 -5.919 -0.562 0.0 0.1 -0.3
H 0.774 -4.191 -3.355 0.0 0.0 0.0
H 0.166 -5.808 -2.928 0.0 0.0 0.0
H 1.845 -5.602 -3.493 0.0 0.0 0.0
H 1.980 -3.185 0.983 0.1 0.0 0.0
H 2.054 -5.499 2.763 0.0 -0.1 -0.1
H 1.679 -7.953 2.667 0.0 0.0 0.0
H 1.180 -9.071 0.533 0.0 0.0 0.0
H 1.029 -7.774 -1.578 0.0 0.0 0.0
C -3.481 -3.835 -3.996 0.0 0.0 0.0
C -3.388 -2.602 -3.138 0.1 -0.1 -0.1
C -4.378 -2.296 -2.216 0.0 0.0 0.0
C -4.268 -1.204 -1.366 -0.1 0.0 0.0
C -5.391 -0.930 -0.390 0.1 -0.1 0.0
C -3.104 -0.416 -1.427 0.0 0.2 0.2
C -2.928 0.627 -0.403 0.1 0.0 -0.2
O -1.865 1.145 -0.096 -0.2 0.0 -0.1
C -2.122 -0.668 -2.407 0.1 0.1 -0.1
C -0.906 0.202 -2.601 -0.2 -0.1 0.1
C -2.287 -1.758 -3.243 0.0 -0.1 -0.1
H -4.488 -4.251 -3.995 0.0 0.0 0.0
H -2.803 -4.606 -3.616 0.0 0.0 0.0
H -3.193 -3.624 -5.027 0.0 0.0 0.0
H -5.257 -2.929 -2.147 0.0 0.0 0.0
H -6.227 -1.595 -0.601 0.0 0.0 0.0
H -5.761 0.094 -0.456 0.0 0.0 0.0
H -5.074 -1.109 0.637 0.0 0.0 0.0
H -3.834 0.950 0.132 0.0 -0.1 0.0
H -1.131 1.266 -2.548 0.0 0.0 0.0
H -0.424 -0.029 -3.550 0.0 0.0 0.0
H -0.191 -0.025 -1.809 0.2 0.2 -0.2
H -1.521 -1.967 -3.984 -0.1 0.0 0.0
```
Forces are in eV/Å.



(2)
Entry from OMol25: a 20-piece molecular cluster, C49H103Br14N13O9 overall at a distorted geometry (the ωB97M-V functional and the def2-TZVPD basis).

## Properties
net charge	0
HOMO energy	-9.04	eV
strongest force on any atom	6.5	eV/Å
LUMO level	-0.1	eV

XYZ file:
```
188
Properties=species:S:1:pos:R:3:forces:R:3
C -23.644 -1.838 0.065 0.2 -0.9 -0.2
C -24.827 -1.019 -0.171 -0.4 0.0 0.8
N -25.794 -0.396 -0.162 0.3 -0.1 -0.5
H -23.142 -1.584 1.021 -0.1 0.2 -0.8
H -23.002 -1.800 -0.824 0.2 0.2 0.5
H -23.931 -2.903 0.168 -0.2 0.5 -0.1
C -28.419 -4.182 -1.330 0.3 1.0 0.6
C -28.988 -5.438 -1.675 0.8 2.3 0.6
N -29.352 -6.486 -1.834 -1.5 -3.6 -0.8
H -27.386 -4.188 -1.676 0.0 0.4 0.0
H -28.402 -4.103 -0.231 0.1 0.1 -0.3
H -28.991 -3.344 -1.738 0.2 -0.1 0.0
C -23.401 -6.316 7.516 -0.3 0.4 -0.3
C -21.991 -6.579 7.384 4.8 -0.5 -0.4
N -20.808 -6.680 7.283 -4.5 0.2 0.3
H -23.571 -5.749 8.418 0.0 0.6 0.2
H -24.029 -7.177 7.614 0.1 -0.8 -0.1
H -23.761 -5.797 6.624 0.1 0.2 0.2
C -24.177 -9.082 9.617 -1.0 0.5 1.2
C -25.374 -8.686 8.901 -4.9 1.8 -3.8
N -26.332 -8.340 8.249 4.8 -1.7 3.5
H -23.304 -8.931 9.013 0.5 0.2 -0.2
H -24.281 -10.130 9.847 0.2 -0.4 0.1
H -24.181 -8.491 10.560 0.4 -0.4 -0.6
Br -29.825 -7.262 9.652 0.0 -0.2 -0.6
C -29.580 -7.751 7.750 0.0 -0.2 0.3
C -29.380 -9.231 7.618 -0.4 -0.9 0.4
Br -29.055 -9.715 5.741 -0.1 0.1 0.4
H -28.682 -7.233 7.452 0.1 0.2 -0.1
H -30.445 -7.429 7.179 -0.1 0.2 0.2
H -30.181 -9.871 7.995 -0.5 0.5 -0.5
H -28.563 -9.606 8.195 1.1 0.2 0.0
Br -24.137 -4.309 10.879 0.4 0.0 0.1
C -25.981 -3.846 10.552 -0.3 -0.8 1.3
C -26.498 -4.474 9.301 -0.5 1.1 -0.3
Br -25.677 -3.697 7.683 -0.4 -0.2 0.5
H -26.075 -2.776 10.637 0.1 0.3 -0.5
H -26.538 -4.240 11.434 0.3 0.0 -0.7
H -27.568 -4.297 9.300 -0.3 0.3 -0.5
H -26.402 -5.531 9.222 0.6 -0.8 0.1
Br -23.420 -6.368 -0.753 -0.5 0.0 -0.7
C -24.653 -7.218 -2.108 0.6 -1.7 2.3
C -24.085 -7.187 -3.444 1.2 -1.2 -1.2
Br -25.233 -8.315 -4.623 0.3 0.5 0.4
H -25.559 -6.667 -2.115 -0.9 0.3 0.6
H -24.729 -8.252 -1.672 -0.3 1.1 -0.6
H -23.075 -7.640 -3.512 -0.7 0.5 0.0
H -24.141 -6.185 -3.810 0.3 0.5 -0.7
Br -22.196 -10.187 -0.525 0.1 -0.2 -0.7
C -21.959 -11.707 -1.811 -1.1 1.1 -0.2
C -22.693 -12.823 -1.168 0.2 -0.6 1.0
Br -22.382 -14.427 -2.299 -0.4 0.5 0.5
H -20.923 -11.879 -1.918 1.2 -0.1 0.1
H -22.357 -11.422 -2.801 0.0 0.0 0.7
H -23.750 -12.580 -1.057 -0.1 -0.5 -0.3
H -22.295 -13.011 -0.133 -0.5 0.0 -1.3
Br -23.405 -9.537 5.873 0.5 -0.4 0.1
C -21.823 -10.636 6.413 -1.0 -0.3 0.3
C -20.599 -10.002 5.857 -0.1 -0.2 -1.3
Br -19.038 -11.109 6.302 -0.4 0.2 -0.3
H -22.058 -11.644 6.043 0.4 0.5 -0.1
H -21.844 -10.653 7.495 0.0 0.0 0.2
H -20.404 -9.027 6.281 0.0 0.2 0.1
H -20.755 -9.939 4.752 0.7 -0.2 0.9
Br -27.509 -8.859 -0.299 -0.3 -0.1 -0.2
C -29.326 -9.565 -0.703 0.6 -0.3 -0.2
C -30.298 -8.974 0.269 0.2 -0.1 1.4
Br -31.870 -10.130 0.720 0.9 0.5 -0.4
H -29.166 -10.634 -0.730 -0.3 -0.2 0.7
H -29.520 -9.294 -1.701 -0.2 0.7 -1.2
H -30.679 -7.984 -0.003 0.1 -0.5 -0.2
H -29.705 -8.868 1.187 -0.8 0.0 0.1
Br -29.593 -2.479 4.927 0.4 0.1 -0.4
C -28.476 -1.597 6.252 -0.7 0.5 0.8
C -29.415 -1.200 7.458 0.0 -0.5 -2.6
Br -30.296 -2.801 8.117 0.3 0.3 0.6
H -28.031 -0.709 5.764 -0.3 -0.4 0.4
H -27.682 -2.280 6.572 -0.4 0.1 -0.2
H -30.219 -0.554 7.079 0.3 -0.2 0.2
H -28.859 -0.671 8.187 0.5 0.1 1.1
C -21.040 -11.941 2.437 1.1 -2.1 -2.1
O -21.892 -11.852 3.256 -1.6 1.1 2.3
N -20.952 -13.071 1.669 2.0 1.2 -1.3
C -19.855 -13.186 0.659 -1.4 -0.1 1.5
C -21.675 -14.256 2.000 -1.1 0.1 0.4
H -20.247 -11.220 2.192 -0.1 0.4 0.1
H -20.377 -13.630 -0.185 0.7 0.2 -0.6
H -19.087 -13.875 1.025 0.1 0.2 -0.2
H -19.476 -12.167 0.526 0.1 -0.4 -0.5
H -21.455 -14.435 3.046 0.0 -0.9 0.2
H -22.764 -14.096 1.956 0.2 0.1 -0.1
H -21.459 -15.081 1.313 0.3 0.2 0.4
C -24.252 -6.015 3.910 -1.2 -1.9 -0.6
O -24.436 -5.118 4.688 0.0 0.9 1.0
N -24.984 -7.181 3.855 0.5 0.1 0.2
C -24.918 -7.995 2.657 0.5 0.3 -0.5
C -26.009 -7.437 4.847 -0.9 0.7 -0.4
H -23.487 -5.973 3.144 0.3 -0.1 -0.5
H -23.945 -7.795 2.164 -0.8 0.0 -0.1
H -25.763 -7.787 1.995 0.1 0.4 -0.2
H -24.972 -9.064 2.789 0.2 -0.3 0.8
H -25.735 -8.021 5.700 0.8 -0.1 0.7
H -26.427 -6.479 5.151 0.1 0.1 0.4
H -26.858 -7.990 4.469 0.0 -0.2 -0.7
C -18.792 -7.099 2.909 0.3 0.3 1.9
O -17.713 -6.893 2.394 -0.6 -0.1 -0.4
N -19.975 -7.421 2.294 2.3 0.8 1.3
C -21.072 -7.952 2.987 -1.0 -1.0 0.9
C -19.900 -7.553 0.919 -0.1 -0.1 -2.9
H -18.858 -6.992 4.040 -0.4 -0.3 -0.9
H -21.149 -9.033 2.787 -0.2 0.1 0.1
H -22.003 -7.487 2.653 0.1 0.0 0.1
H -20.979 -7.838 4.085 0.0 0.1 -0.6
H -20.758 -7.114 0.430 -0.6 0.0 -0.1
H -19.064 -6.981 0.534 0.3 -0.1 0.1
H -19.813 -8.576 0.514 0.0 0.0 0.4
C -24.154 -12.621 7.706 -1.0 -0.9 -3.1
O -24.032 -12.020 8.738 0.5 0.4 1.0
N -25.354 -12.748 7.036 2.2 -0.9 -0.3
C -26.491 -12.112 7.552 -1.7 1.8 0.1
C -25.493 -13.449 5.733 0.6 -0.4 1.1
H -23.312 -13.089 7.075 -0.7 0.4 1.1
H -27.361 -12.479 7.024 -0.2 0.1 -0.1
H -26.435 -11.013 7.402 -0.1 -0.4 -0.1
H -26.720 -12.214 8.606 0.5 -0.5 0.4
H -25.660 -14.509 5.925 -0.3 -0.1 -0.2
H -26.311 -13.061 5.146 -0.3 0.2 0.2
H -24.600 -13.393 5.122 0.4 0.3 0.1
C -19.706 -3.457 2.715 2.2 0.3 -0.5
O -19.357 -2.954 1.643 -1.2 -0.5 1.0
N -20.757 -4.256 2.944 0.2 -0.6 2.3
C -21.077 -4.797 4.310 1.5 0.7 0.0
C -21.764 -4.290 1.982 -1.3 0.0 -1.6
H -19.045 -3.346 3.591 -0.2 0.0 0.1
H -20.226 -4.639 4.996 -0.1 0.2 -0.5
H -21.224 -5.879 4.396 -0.3 0.4 -0.7
H -21.895 -4.245 4.750 -0.5 -0.1 -0.1
H -22.742 -4.132 2.445 0.0 -0.3 -0.2
H -21.598 -3.505 1.263 0.1 0.7 -0.1
H -21.712 -5.145 1.305 -0.3 -0.6 0.4
C -26.159 -14.800 -1.309 0.7 -0.6 1.0
O -25.625 -14.479 -0.254 -0.2 0.4 -0.5
N -26.824 -14.004 -2.157 0.2 -0.4 0.3
C -27.313 -14.608 -3.367 -0.5 0.9 -0.8
C -26.928 -12.582 -1.947 0.6 0.4 -1.2
H -26.109 -15.865 -1.636 -0.2 0.4 0.0
H -26.660 -14.416 -4.228 -0.2 0.2 0.1
H -28.328 -14.224 -3.576 0.4 -0.3 -0.1
H -27.354 -15.670 -3.238 -0.2 -0.6 0.1
H -27.140 -12.330 -0.939 -0.4 0.0 1.0
H -25.995 -12.045 -2.200 -0.2 -0.3 0.0
H -27.695 -12.194 -2.619 -0.1 0.0 0.2
C -30.481 -5.056 2.255 -0.6 1.0 1.2
O -31.585 -4.616 2.516 -0.1 -0.3 0.0
N -29.682 -5.739 3.090 0.4 -0.6 -0.3
C -28.388 -6.139 2.609 1.4 1.0 -0.3
C -29.999 -5.961 4.464 -0.2 1.2 0.5
H -29.968 -4.764 1.362 0.4 -0.2 -1.2
H -28.006 -7.030 3.094 -0.4 -0.3 0.0
H -27.572 -5.365 2.743 -1.0 -0.5 0.1
H -28.471 -6.288 1.538 0.2 -0.3 -0.2
H -30.925 -5.437 4.685 -0.1 0.0 0.0
H -30.117 -6.988 4.723 0.0 -1.0 0.0
H -29.211 -5.514 5.080 0.0 -0.1 0.1
C -26.501 -13.637 2.658 -0.6 0.5 0.2
O -27.441 -14.083 3.292 0.0 0.1 0.0
N -26.269 -12.319 2.431 0.3 0.1 -0.2
C -25.099 -11.821 1.720 0.4 0.4 0.8
C -27.185 -11.326 2.902 -1.1 1.1 -0.7
H -25.767 -14.267 2.204 0.8 -0.6 -0.5
H -24.534 -11.128 2.378 -0.1 -0.5 -0.1
H -25.339 -11.204 0.847 -0.3 -0.4 -0.1
H -24.441 -12.644 1.449 -0.1 0.0 -0.1
H -26.832 -10.743 3.772 0.1 -0.2 -0.3
H -27.440 -10.631 2.054 0.5 -0.3 0.8
H -28.149 -11.765 3.161 0.2 -0.3 0.2
C -27.032 -2.148 1.967 -0.1 0.9 0.5
O -26.911 -3.313 1.691 0.0 -1.4 -0.5
N -26.275 -1.501 2.893 -2.1 1.9 -2.0
C -26.345 -0.005 2.876 1.9 -1.9 1.4
C -25.198 -2.149 3.506 1.4 -1.1 0.6
H -27.813 -1.525 1.484 0.3 0.0 0.3
H -27.215 0.342 2.385 -0.6 0.2 -0.8
H -25.382 0.349 2.439 -0.9 0.2 0.2
H -26.423 0.260 3.928 0.2 0.6 0.1
H -25.081 -3.177 3.101 -0.1 0.7 0.2
H -24.256 -1.595 3.389 -0.1 0.0 -0.2
H -25.349 -2.250 4.576 -0.1 -0.1 0.3
```
Forces are in eV/Å.



(3)
Entry from OMol25: a 26-piece molecular cluster, C16H69O28PS overall at a distorted geometry (the ωB97M-V functional and the def2-TZVPD basis).

## Properties
net charge	0
HOMO energy	-9.16	eV
strongest force on any atom	3.5	eV/Å
LUMO level	-1.5	eV

XYZ file:
```
115
Properties=species:S:1:pos:R:3:forces:R:3
C 1.512 -1.632 1.957 0.6 -0.3 -0.5
C 2.377 -2.538 0.965 -0.3 0.1 1.6
O 3.097 -1.764 -0.001 -0.7 -0.6 0.0
C 2.284 -1.463 -1.152 0.0 0.1 -0.9
C 2.193 0.115 -1.372 -0.7 -0.9 -0.2
C 0.847 0.706 -0.860 -1.5 0.4 0.7
C -0.362 0.051 -1.389 -0.4 1.5 0.9
C -1.720 0.477 -1.038 1.9 2.0 0.9
P -3.108 -0.463 -1.880 0.8 -0.9 0.3
S -3.294 -2.279 -1.131 -0.1 0.4 0.3
C -1.834 1.604 -0.061 1.0 -0.3 -0.3
C -0.616 2.282 0.471 -0.5 -1.2 -0.8
C 0.744 1.849 0.084 -1.3 -1.1 -1.1
C 2.016 2.572 0.600 -0.4 0.6 0.3
C 2.172 2.610 2.168 0.9 0.2 0.2
C -0.881 3.480 1.440 0.0 0.9 0.2
O -0.192 4.521 1.461 -2.0 -2.8 0.3
C -2.177 3.307 2.399 0.4 -0.5 -1.1
C -3.291 2.684 1.932 1.8 0.0 -0.7
C -3.250 2.130 0.431 1.1 0.3 1.1
O -4.231 2.151 -0.270 0.4 -0.4 0.3
H 1.899 -0.586 1.864 -0.5 -0.8 0.1
H 1.686 -1.988 3.003 -0.4 0.5 -0.9
H 0.422 -1.691 1.713 0.9 0.3 0.2
H 1.756 -3.355 0.511 0.6 0.8 0.1
H 3.144 -3.044 1.620 -0.6 0.5 -0.7
H 1.279 -1.932 -0.991 0.8 0.5 -0.4
H 2.731 -1.939 -2.089 -0.5 0.6 1.3
H 3.101 0.540 -0.888 -0.8 -0.1 -0.6
H 2.192 0.263 -2.491 0.3 0.1 1.1
H -0.227 -0.789 -2.122 -0.1 0.8 0.8
H -2.711 -0.658 -3.246 -0.1 0.8 0.6
H -4.328 0.257 -1.923 0.7 0.1 0.0
H 2.973 2.169 0.183 -1.2 0.1 0.2
H 1.959 3.640 0.238 0.0 -1.0 0.4
H 3.213 2.996 2.375 -1.0 -0.4 -0.2
H 1.483 3.324 2.683 0.5 -0.8 -0.5
H 2.126 1.603 2.659 -0.2 0.9 -0.6
H -2.144 3.684 3.453 0.2 -0.1 -1.2
H -4.165 2.575 2.611 0.4 0.1 -1.0
O 2.036 -4.799 -1.474 0.0 -0.2 -0.1
H 2.908 -5.210 -1.476 0.0 0.1 -0.1
H 1.450 -5.494 -1.149 0.0 0.2 0.1
O -0.699 5.676 4.620 -0.1 0.3 0.2
H -0.735 5.438 3.687 0.2 -0.1 -0.2
H -0.132 6.458 4.647 0.1 -0.1 0.0
O -0.514 -3.059 -3.089 -0.1 0.0 0.2
H -1.215 -3.114 -2.421 0.0 0.1 0.0
H -0.117 -3.939 -3.094 0.1 0.1 -0.1
O 2.526 -2.178 -4.407 0.0 -0.1 0.1
H 3.114 -2.502 -5.100 -0.1 0.2 -0.1
H 1.792 -2.808 -4.410 0.0 0.0 -0.1
O -3.592 6.393 3.567 0.0 0.1 -0.2
H -2.959 6.809 4.165 0.0 -0.1 0.0
H -3.068 6.188 2.782 -0.1 0.0 0.0
O -3.623 -0.733 2.963 -0.4 0.3 0.4
H -4.282 -0.117 2.622 0.0 -0.1 0.0
H -3.339 -1.211 2.184 0.2 -0.3 -0.5
O -2.299 -3.437 4.232 0.0 0.1 -0.2
H -1.699 -3.534 3.484 0.0 0.0 0.1
H -2.879 -2.709 3.977 0.0 0.0 0.1
O 0.384 -5.390 1.146 0.0 -0.2 -0.1
H 0.087 -4.791 1.842 0.0 -0.1 0.0
H 0.509 -6.231 1.601 -0.1 0.1 0.0
O 5.115 -4.134 0.777 0.1 -0.2 -0.2
H 5.704 -4.224 0.019 0.0 0.0 0.1
H 4.530 -3.403 0.534 0.1 0.0 -0.1
O -1.233 6.722 7.662 -0.1 0.0 -0.2
H -1.891 7.343 7.331 0.0 0.0 0.1
H -0.987 6.203 6.886 0.0 0.0 0.1
O 3.510 -1.673 -6.992 0.1 -0.1 -0.2
H 3.923 -1.319 -7.790 -0.1 0.1 0.1
H 2.800 -1.045 -6.800 0.1 0.0 0.1
O 0.523 -4.271 -5.816 -0.1 -0.3 0.3
H -0.139 -3.650 -6.149 0.3 0.0 0.0
H 0.794 -4.763 -6.597 0.0 0.1 0.1
O 5.560 0.735 -6.839 0.5 0.0 0.1
H 5.267 1.330 -6.139 -0.1 -0.1 0.0
H 5.688 -0.109 -6.389 -0.2 0.0 -0.1
O -5.889 -2.503 4.609 -0.2 0.2 0.0
H -5.141 -1.983 4.290 0.0 -0.1 -0.1
H -6.634 -1.890 4.566 0.1 0.0 0.1
O -4.033 0.945 5.825 0.0 0.2 -0.3
H -4.692 1.565 5.491 0.0 0.0 0.2
H -3.757 0.452 5.044 0.0 -0.2 0.0
O 0.075 -2.398 -7.716 -0.2 0.4 -0.4
H 0.664 -2.491 -8.475 0.1 -0.1 0.2
H -0.507 -1.669 -7.959 0.0 -0.1 0.1
O 1.019 4.403 7.158 -0.3 0.0 -0.1
H 0.356 4.337 6.458 0.2 -0.1 0.0
H 0.515 4.272 7.970 0.1 0.0 0.0
O 3.049 1.533 -6.582 -0.3 0.4 -0.2
H 3.640 1.439 -7.340 0.0 -0.3 0.1
H 2.461 2.260 -6.827 -0.2 -0.1 0.1
O -4.759 9.090 2.278 -0.2 -0.1 0.1
H -4.694 8.183 2.606 0.1 0.0 0.1
H -5.627 9.384 2.574 0.1 0.0 -0.1
O 4.376 -7.053 1.533 -0.2 0.1 -0.1
H 3.442 -7.111 1.307 0.1 0.0 0.0
H 4.621 -6.149 1.292 0.0 0.1 0.0
O -8.100 -4.187 3.468 0.0 0.1 0.0
H -7.486 -3.775 4.091 0.1 -0.2 -0.1
H -7.558 -4.363 2.692 0.0 0.0 0.1
O 0.914 3.430 -7.837 0.0 0.2 -0.2
H -0.022 3.367 -8.059 0.1 -0.1 0.1
H 1.153 4.332 -8.078 0.0 -0.1 0.1
O 1.382 -4.347 3.444 0.3 -0.1 0.1
H 1.995 -3.935 4.064 -0.2 -0.1 0.1
H 1.923 -4.529 2.664 0.0 -0.1 0.1
O 3.412 0.220 -9.547 0.0 0.2 -0.1
H 4.159 0.738 -9.872 0.0 -0.1 0.0
H 2.668 0.834 -9.583 0.0 -0.1 0.1
O -1.205 1.099 5.105 0.1 0.0 -0.1
H -1.135 0.194 5.427 0.1 0.1 0.0
H -2.075 1.389 5.402 0.0 0.0 0.2
```
Forces are in eV/Å.



> net charge of number 3 (C16H69O28PS)?

0